Entry 1:
Molecular formula: C21H20N3OS4Y
Method: DFT, ωB97M-V/def2-TZVPD

Summary:
orbital gap = 5.756 eV
energy = -2682.8208 Ha
HOMO energy = -7.14 eV

Each line ends with the Mulliken charge.
Positions of all 50 atoms, in Å:
Y 1.101392 1.754133 -1.843525  1.10
C -0.922802 5.676935 -1.824030  -1.57
C 0.207678 4.671872 -1.757405  0.88
S 0.405870 3.778648 -3.290372  -0.52
C 0.978906 4.557872 -0.653771  0.44
C 0.770614 5.412704 0.569230  -1.37
S 2.368154 3.453572 -0.413569  -0.46
H -1.508665 5.523263 -2.725617  0.40
H -0.531129 6.696972 -1.846019  0.34
H -1.594763 5.597797 -0.967282  0.34
H 0.083109 6.237828 0.391666  0.36
H 1.726899 5.823953 0.892630  0.36
H 0.383156 4.815227 1.397350  0.24
C -4.289933 -3.637305 3.668811  -0.98
C -5.701444 -3.946102 3.251407  0.69
O -6.421536 -4.703239 3.845383  -0.54
S -6.324388 -3.229521 1.739803  -0.14
C -4.934685 -2.335060 1.076920  -0.33
C -4.750030 -0.991458 1.392369  -0.24
C -3.676560 -0.292595 0.872626  -0.59
C -2.765210 -0.925056 0.017764  0.30
C -2.969640 -2.267560 -0.307982  -0.52
C -4.047078 -2.962394 0.213166  -0.27
C -1.654905 -0.199094 -0.512570  -0.85
C -0.714977 0.437890 -0.957604  0.02
H -3.586625 -3.841814 2.863501  0.30
H -4.063321 -4.245337 4.541236  0.31
H -4.196429 -2.578746 3.914438  0.30
H -5.453216 -0.498549 2.051140  0.47
H -3.531458 0.750225 1.118770  0.45
H -2.281939 -2.759762 -0.982648  0.45
H -4.202189 -4.000672 -0.051800  0.44
N 4.789739 -3.891522 1.288535  -0.31
C 5.310185 -3.042484 0.389446  0.24
S 6.871956 -3.145215 -0.098743  -0.37
C 4.371150 -2.007645 -0.146862  1.26
C 2.996329 -2.051811 0.060109  -0.84
C 2.192158 -1.061898 -0.476742  -0.19
N 2.673416 -0.043676 -1.198037  -0.20
C 3.999029 0.003966 -1.387804  -0.33
C 4.869225 -0.943067 -0.893423  -0.74
H 5.385907 -4.597909 1.684613  0.21
H 3.862304 -3.788909 1.659649  0.15
H 2.499444 -2.840621 0.606258  0.28
H 1.117390 -1.073695 -0.333258  0.19
H 4.375260 0.847921 -1.950144  0.37
H 5.930571 -0.864927 -1.074181  0.37
N 3.678131 2.206266 -4.642145  -0.02
C 2.866316 1.880577 -3.886467  -0.18
H 4.308640 2.640019 -5.284819  0.30

Forces on atoms 1 to 3 (eV/Å):
-0.3115 0.5648 0.1183
-0.1286 0.0130 0.1757
0.0446 -0.1603 -0.1727

Entry 2:
Molecular formula: C4H6S
Method: DFT, ωB97M-V/def2-TZVPD

Summary:
orbital gap = 7.895 eV
SMILES string = C=CC(C)=S
energy = -554.0376 Ha
HOMO energy = -8.77 eV
ΔE to the lowest compared entry with this formula, charge and spin = 84.4 kcal per mole

Each line ends with the Mulliken charge.
Positions of all 11 atoms, in Å:
C 1.207949 -0.820841 -0.182636  -0.39
C 0.002349 -1.258018 0.264048  -0.13
C -1.033990 -0.197587 0.164843  0.33
C -0.374942 1.224157 0.046116  -1.02
S -2.678354 -0.504604 -0.139381  -0.21
H 1.391177 0.378185 -0.674253  0.01
H 2.189065 -1.268879 -0.707967  0.23
H -0.367746 -2.357396 0.630212  0.27
H 0.278712 1.317476 1.018122  0.38
H -1.195291 2.057745 0.160150  0.27
H 0.581073 1.429766 -0.579255  0.27

Forces on atoms 1 to 3 (eV/Å):
2.9264 1.4345 -3.7841
-0.1207 -1.1690 0.3304
-0.6074 0.7174 -1.7422

Entry 3:
Molecular formula: C53H42BBr2O34
Method: DFT, ωB97M-V/def2-TZVPD

Summary:
orbital gap = 4.214 eV
energy = -9775.8714 Ha
HOMO energy = -5.15 eV
charge = -1

Each line ends with the Mulliken charge.
Positions of all 132 atoms, in Å:
C 10.353317 -0.105025 2.761221  -0.81
C 10.070679 1.515888 2.550529  -0.44
C 8.673401 1.966698 3.279536  -0.15
Br 8.633202 3.978644 3.258792  -0.19
C 7.303208 1.439211 2.552602  0.10
C 6.216258 1.414352 3.820563  -0.30
O 5.378074 0.287642 3.296590  -0.73
B 6.399786 -0.682097 2.852282  1.11
Br 5.441653 -2.320267 2.179780  -0.41
O 7.248807 0.104964 1.936507  -0.73
H 9.725722 -0.716711 1.962782  0.18
H 11.499795 -0.305267 2.638968  0.35
H 10.027753 -0.356370 3.881114  0.20
H 10.179138 1.860128 1.435675  0.22
H 10.947013 2.061336 3.148725  0.29
H 8.685733 1.558217 4.376126  0.25
H 7.041030 2.257267 1.758057  0.21
H 6.592044 0.986545 4.854003  0.30
H 5.659131 2.443369 3.797058  0.03
H 7.153097 -0.972042 3.717970  -0.39
C -0.229474 -0.998783 1.366756  -0.91
C 0.915277 -1.317620 0.759624  0.30
C 2.208968 -0.711868 1.180411  0.92
O 3.247138 -1.038666 0.616125  -0.57
C 2.185451 0.274393 2.271894  -0.79
C 1.040115 0.595664 2.876570  0.23
C -0.249028 -0.030641 2.474095  0.79
O -1.282744 0.271272 3.060983  -0.72
O 1.010417 1.523787 3.901218  -0.59
O 0.941136 -2.224802 -0.283676  -0.53
H -1.176641 -1.433127 1.072578  0.58
H 3.130091 0.720232 2.555831  0.57
H 0.068653 1.581453 4.173717  0.33
H 1.883681 -2.286906 -0.552058  0.34
C -3.457122 -4.131784 3.562580  -0.96
C -4.437361 -4.728657 4.243459  0.39
C -5.243080 -3.985278 5.251348  0.94
O -6.149833 -4.555560 5.847660  -0.63
C -4.907744 -2.573915 5.496709  -0.76
C -3.925198 -1.978192 4.818209  0.27
C -3.138140 -2.714053 3.790989  0.67
O -2.253212 -2.134364 3.170488  -0.33
O -3.602974 -0.652825 5.045738  -0.57
O -4.741220 -6.061618 4.036085  -0.58
H -2.865055 -4.659566 2.825544  0.46
H -5.489388 -2.050334 6.244567  0.42
H -2.862061 -0.455451 4.432067  0.34
H -5.486033 -6.257239 4.645400  0.34
C -3.657382 -3.593602 -3.765564  -0.70
C -2.512631 -3.912440 -4.372696  0.31
C -1.218940 -3.306687 -3.951909  0.56
O -0.180769 -3.633485 -4.516194  -0.40
C -1.242457 -2.320427 -2.860425  -0.93
C -2.387793 -1.999155 -2.255749  0.37
C -3.676935 -2.625461 -2.658224  1.08
O -4.710652 -2.323547 -2.071337  -0.68
O -2.417490 -1.071033 -1.231101  -0.51
O -2.486772 -4.819621 -5.415995  -0.60
H -4.604548 -4.027946 -4.059741  0.32
H -0.297817 -1.874587 -2.576488  0.51
H -3.359255 -1.013366 -0.958603  0.32
H -1.544226 -4.881725 -5.684378  0.32
C 2.743748 -4.737028 -8.273611  -0.89
C 3.935514 -5.226457 -8.621280  0.36
C 4.822299 -5.885612 -7.622900  0.89
O 5.903710 -6.342629 -7.976026  -0.62
C 4.356884 -5.957555 -6.229052  -0.82
C 3.166585 -5.464974 -5.880922  0.33
C 2.268532 -4.830781 -6.884632  0.82
O 1.172400 -4.403626 -6.537946  -0.45
O 2.724139 -5.526808 -4.572253  -0.56
O 4.390061 -5.139658 -9.924343  -0.57
H 2.088130 -4.257440 -8.989487  0.43
H 5.018816 -6.423194 -5.510189  0.43
H 1.836736 -5.106097 -4.576768  0.31
H 5.274778 -5.565737 -9.920931  0.35
C 8.841641 8.507200 -0.305219  -0.82
C 8.931321 7.381216 0.405301  0.29
C 8.456995 6.080509 -0.143162  0.80
O 8.569876 5.059406 0.525880  -0.37
C 7.857878 6.076574 -1.486904  -0.95
C 7.765136 7.203259 -2.195863  0.45
C 8.264569 8.498525 -1.658288  0.92
O 8.182241 9.514078 -2.340953  -0.63
O 7.200732 7.207206 -3.458252  -0.57
O 9.470130 7.382018 1.678802  -0.59
H 9.184517 9.459114 0.080288  0.42
H 7.500960 5.127686 -1.866323  0.44
H 7.251213 8.139242 -3.763640  0.34
H 9.425124 6.449001 1.981678  0.24
C -9.556252 -1.877555 -6.385014  -0.98
C -8.364486 -2.366984 -6.732683  0.30
C -7.477701 -3.026139 -5.734303  1.02
O -6.396290 -3.483155 -6.087430  -0.61
C -7.943116 -3.098082 -4.340456  -0.50
C -9.133415 -2.605500 -3.992325  0.20
C -10.031468 -1.971308 -4.996036  0.75
O -11.127600 -1.544153 -4.649349  -0.52
O -9.575861 -2.667334 -2.683656  -0.63
O -7.909939 -2.280184 -8.035746  -0.58
H -10.211870 -1.397966 -7.100891  0.43
H -7.281184 -3.563720 -3.621592  0.43
H -10.463264 -2.246624 -2.688172  0.24
H -7.025222 -2.706263 -8.032335  0.35
C 3.465982 6.136987 5.985296  -0.84
C 4.657748 5.647557 5.637627  0.42
C 5.544533 4.988402 6.636007  0.88
O 6.625944 4.531386 6.282881  -0.52
C 5.079118 4.916459 8.029855  -0.93
C 3.888818 5.409041 8.377985  0.37
C 2.990766 6.043233 7.374275  0.97
O 1.894634 6.470388 7.720961  -0.64
O 3.446372 5.347207 9.686654  -0.58
O 5.112295 5.734357 4.334564  -0.58
H 2.810363 6.616575 5.269420  0.42
H 5.741050 4.450821 8.748718  0.42
H 2.558969 5.767918 9.682139  0.34
H 5.997012 5.308278 4.337976  0.22
C -14.635148 -0.118384 -1.275875  -0.82
C -13.490397 -0.437222 -1.883007  0.48
C -12.196706 0.168530 -1.462220  0.90
O -11.158536 -0.158267 -2.026505  -0.50
C -12.220223 1.154791 -0.370736  -0.98
C -13.365559 1.476063 0.233939  0.35
C -14.654702 0.849757 -0.168535  0.93
O -15.688418 1.151671 0.418352  -0.61
O -13.395257 2.404185 1.258587  -0.56
O -13.464538 -1.344403 -2.926307  -0.55
H -15.582315 -0.552729 -1.570052  0.43
H -11.275583 1.600631 -0.086799  0.42
H -14.337021 2.461852 1.531086  0.35
H -12.521993 -1.406508 -3.194689  0.29

Forces on atoms 1 to 3 (eV/Å):
-0.5572 0.7096 -0.0982
0.9815 -0.0074 1.1498
1.1416 -2.4435 -1.1114

Entry 4:
Molecular formula: CH4IOP
Method: DFT, ωB97M-V/def2-TZVPD

Summary:
orbital gap = 9.569 eV
SMILES string = POCI
energy = -754.7311 Ha
HOMO energy = -9.29 eV
ΔE to the lowest compared entry with this formula, charge and spin = 32.2 kcal per mole

Each line ends with the Mulliken charge.
Positions of all 8 atoms, in Å:
P 0.658074 -1.482055 -0.210353  0.01
O 0.661447 0.070024 -0.639356  -0.27
C -0.383607 0.959903 -0.318231  -0.51
I -2.326345 0.033259 -0.042114  0.01
H 1.946446 -1.503699 0.256496  0.05
H 0.380238 -1.243765 1.237027  0.07
H -0.679449 1.761860 -1.075303  0.33
H -0.256803 1.404470 0.791837  0.31

Forces on atoms 1 to 3 (eV/Å):
-1.0867 -1.1423 2.1005
-0.9490 3.0090 -1.0569
-0.2216 0.9839 2.1655

Entry 5:
Molecular formula: C8H17N3O
Method: DFT, ωB97M-V/def2-TZVPD

Summary:
orbital gap = 10.173 eV
SMILES string = Oc1ncn[nH]1.CCCCCC
energy = -554.5198 Ha
HOMO energy = -9.55 eV
ΔE to the lowest compared entry with this formula, charge and spin = 1.3 kcal per mole

Each line ends with the Mulliken charge.
Positions of all 29 atoms, in Å:
O -4.100982 2.201452 0.486488  -0.49
C -3.990006 0.958227 0.012622  0.58
N -4.852688 0.340424 -0.761863  -0.62
C -4.235102 -0.858649 -0.957938  -0.19
N -3.074547 -1.016672 -0.367134  -0.52
N -2.924598 0.183442 0.267060  0.27
H -4.952075 2.555966 0.159679  0.37
H -4.692863 -1.639770 -1.545091  0.41
H -2.163952 0.350380 0.910114  0.13
C 3.687492 1.491950 0.396684  -1.06
C 3.552620 0.553113 -0.842684  -0.52
C 2.148215 0.025175 -1.157617  -0.58
C 1.484668 -0.530771 0.080059  -0.61
C 0.060439 -1.071831 -0.006147  -0.13
C -0.383263 -1.519833 1.422756  -1.36
H 3.523406 2.521693 0.123688  0.29
H 4.677633 1.405049 0.857965  0.30
H 2.983308 1.285039 1.221003  0.31
H 4.195740 -0.305280 -0.750424  0.34
H 3.920185 1.149252 -1.688048  0.35
H 1.484966 0.820986 -1.571435  0.29
H 2.186816 -0.735520 -1.951676  0.31
H 1.454690 0.278450 0.828761  0.15
H 2.126002 -1.307988 0.517412  0.30
H -0.011470 -1.921987 -0.716917  0.30
H -0.621610 -0.293053 -0.390606  0.25
H -1.436652 -1.839379 1.517497  0.39
H -0.253925 -0.695476 2.128923  0.35
H 0.207540 -2.384397 1.776873  0.39

Forces on atoms 1 to 3 (eV/Å):
-0.3662 0.1263 -0.0695
-0.1695 -0.2055 -0.2231
0.3342 0.1756 0.1862